Molecular formula: FNO4S
Method: DFT, ωB97M-V/def2-TZVPD

Each atom is followed by the atoms it is bonded to, with distances in Å.
Element x y z (Å)
1 N 1.500 0.221 0.170  O2 1.147, O3 1.142, F6 1.553
2 O 0.997 0.679 1.093  N1 1.147
3 O 2.102 0.527 -0.751  N1 1.142
4 O -1.033 0.631 -0.680  S7 1.440
5 O -2.724 -1.025 -0.134  S7 1.433
6 F 1.362 -1.325 0.214  N1 1.553
7 S -2.204 0.293 0.087  O4 1.440, O5 1.433

Its largest force on an atom is 2.8 eV/A. The calculation puts the LUMO energy at -1.45 eV. Its HOMO energy is -12.315 eV.

Just the natural (NBO) charges please, in e? Sure, here they are:
1 N 0.8228
2 O -0.2421
3 O -0.2158
4 O -0.8508
5 O -0.8073
6 F -0.3651
7 S 1.6582